No. 1
{
  "formula": "C31H28O4PdS4Sb",
  "method": "ωB97M-V/def2-TZVPD",
  "species": ["Pd", "C", "C", "C", "O", "C", "C", "O", "C", "O", "C", "C", "C", "C", "C", "C", "C", "C", "C", "C", "C", "C", "C", "O", "C", "C", "C", "C", "C", "C", "C", "C", "C", "C", "C", "C", "H", "H", "H", "H", "H", "H", "H", "H", "H", "H", "H", "H", "H", "H", "H", "H", "H", "H", "H", "H", "H", "H", "H", "H", "H", "H", "H", "H", "S", "Sb", "S", "S", "S"],
  "positions_angstrom": [[-1.69655, 1.48390, 0.09708], [3.93387, -1.66645, 0.54928], [2.70518, -0.85710, 0.87577], [2.67680, -0.35318, 2.30587], [2.63696, 0.20418, -0.07433], [1.31814, 0.63371, -0.14397], [-0.92045, -0.48852, 0.90849], [1.54769, -1.69921, 0.64015], [-2.30065, -1.13814, 0.71955], [-3.10654, -0.10548, 0.25114], [-2.80540, -1.66004, 2.06885], [-1.97700, -2.31004, 2.97836], [-2.47407, -2.76962, 4.18997], [-3.81015, -2.57575, 4.51146], [-4.63863, -1.91422, 3.61569], [-4.13792, -1.45660, 2.40469], [-2.24637, -2.26633, -0.33426], [-2.38035, -1.90263, -1.67264], [-2.25762, -2.84909, -2.67968], [-2.00934, -4.17877, -2.36550], [-1.88982, -4.55185, -1.03448], [-2.00687, -3.60213, -0.02682], [0.82337, 1.43309, -1.38495], [-0.46430, 0.95503, -1.59551], [1.70789, 1.12105, -2.59382], [1.46186, -0.05438, -3.29977], [2.25401, -0.40311, -4.38364], [3.29569, 0.42315, -4.78515], [3.53466, 1.60261, -4.09567], [2.74531, 1.94841, -3.00549], [0.80391, 2.91845, -1.02824], [1.73674, 3.49004, -0.16726], [1.63706, 4.82509, 0.19888], [0.60254, 5.60474, -0.29922], [-0.32214, 5.04527, -1.16947], [-0.22280, 3.71034, -1.53354], [4.81903, -1.04227, 0.67496], [3.87735, -2.00982, -0.48208], [3.99612, -2.52372, 1.21822], [3.55043, 0.27376, 2.49005], [2.70189, -1.20807, 2.98109], [1.77721, 0.21805, 2.53475], [1.00378, 1.14585, 0.77030], [-0.57764, -0.28660, 1.92080], [-0.92468, -2.44136, 2.74822], [-1.80951, -3.26032, 4.89064], [-4.19592, -2.92006, 5.46348], [-5.67728, -1.73884, 3.86949], [-4.75852, -0.90882, 1.70796], [-2.57254, -0.86389, -1.90287], [-2.35486, -2.54505, -3.71534], [-1.91558, -4.91932, -3.15066], [-1.70780, -5.58841, -0.77663], [-1.91755, -3.90959, 1.00647], [0.62235, -0.67358, -3.01063], [2.04907, -1.32054, -4.92224], [3.90977, 0.15390, -5.63592], [4.33587, 2.26142, -4.40837], [2.93934, 2.87324, -2.47701], [2.54092, 2.88359, 0.23774], [2.34804, 5.24668, 0.89768], [0.50449, 6.63805, 0.00912], [-1.14130, 5.64636, -1.54339], [-0.94997, 3.26095, -2.19625], [-0.63648, 1.23691, 4.49943], [-0.81859, 2.65049, 2.71105], [-2.83979, 3.06934, 1.61202], [0.32398, -0.89647, -0.17863], [-0.25634, 4.90173, 3.51476]],
  "orbital_gap_ev": [7.04, 5.82],
  "de_lowest_kcal_mol": 0.0,
  "max_force_ev_per_a": 0.4,
  "multiplicity": 5,
  "total_energy_ev": -94148.80788,
  "charge": -1,
  "lumo_ev": [2.46, 0.49],
  "homo_energy_ev": [-4.6, -5.3]
}

No. 2
{
  "formula": "C31H29BCoN7O6",
  "method": "ωB97M-V/def2-TZVPD",
  "species": ["Co", "O", "C", "O", "C", "C", "C", "C", "C", "N", "C", "O", "O", "H", "H", "H", "H", "H", "C", "C", "N", "C", "C", "N", "C", "C", "C", "C", "C", "N", "C", "C", "N", "C", "C", "N", "C", "C", "C", "N", "C", "C", "H", "H", "H", "H", "H", "H", "H", "H", "H", "H", "H", "H", "C", "C", "C", "O", "B", "O", "C", "C", "C", "H", "H", "H", "H", "H", "H", "H", "H", "H", "H", "H", "H"],
  "positions_angstrom": [[-0.16437, 0.62160, -0.29265], [-2.01832, 4.41286, 0.46339], [-1.46685, 3.21771, 0.31972], [-1.25366, 2.67956, -0.73698], [-1.12957, 2.57472, 1.63457], [-1.37310, 3.17271, 2.86156], [-1.01579, 2.48479, 4.00881], [-0.43639, 1.22971, 3.89301], [-0.23123, 0.70177, 2.62802], [-0.56972, 1.37216, 1.52582], [0.38898, -0.64043, 2.32183], [0.69883, -1.45686, 3.31760], [0.59514, -0.96400, 1.18008], [-2.21535, 4.77836, -0.41468], [-1.82771, 4.15129, 2.90524], [-1.18394, 2.92010, 4.98411], [-0.14815, 0.69609, 4.78898], [0.45826, -1.11289, 4.18671], [3.35489, 2.98731, 0.04102], [2.29782, 2.20336, 0.40448], [1.50487, 1.61510, -0.51124], [1.79825, 1.79362, -1.82158], [2.89933, 2.63094, -2.15637], [3.64757, 3.20916, -1.26098], [0.99940, 1.08479, -2.74645], [0.97706, 1.13667, -4.11698], [-0.00334, 0.45934, -4.86041], [-1.12126, -0.01527, -4.14446], [-1.11096, -0.09526, -2.78063], [0.18802, 0.04084, -2.12021], [-2.15947, -0.42198, -1.88051], [-3.42749, -0.94097, -2.24851], [-4.33914, -1.26886, -1.37436], [-4.04028, -1.10907, -0.06843], [-2.83056, -0.60751, 0.32582], [-1.89110, -0.25174, -0.56674], [0.03615, 0.46940, -6.33284], [1.25448, 0.45402, -7.01087], [1.26787, 0.47671, -8.39636], [0.17141, 0.50187, -9.14799], [-0.99206, 0.50836, -8.50212], [-1.11301, 0.49475, -7.12261], [3.99102, 3.45559, 0.77869], [2.05903, 2.03097, 1.44655], [3.14385, 2.79940, -3.19844], [1.66359, 1.79562, -4.63571], [-2.03307, -0.25559, -4.67687], [-3.66332, -1.08804, -3.29572], [-4.79398, -1.39416, 0.65210], [-2.59122, -0.47690, 1.37358], [2.19059, 0.39588, -6.46958], [2.21299, 0.46457, -8.92822], [-1.88206, 0.53322, -9.12131], [-2.10164, 0.53111, -6.68418], [3.71199, -3.15484, -2.86702], [2.60883, -2.73450, -1.91835], [3.09814, -2.76825, -0.47952], [2.25671, -1.34528, -2.21018], [0.91319, -1.26239, -2.05791], [0.26556, -2.43331, -1.83860], [1.24748, -3.47837, -2.13079], [1.00905, -3.88953, -3.57559], [1.00600, -4.64010, -1.19122], [4.61276, -2.58007, -2.65290], [3.43590, -2.98630, -3.90549], [3.94449, -4.21261, -2.73240], [3.93807, -2.08009, -0.38104], [3.43975, -3.76683, -0.20649], [2.31458, -2.46320, 0.21335], [1.15867, -3.04990, -4.25705], [-0.02031, -4.23221, -3.67782], [1.67358, -4.70098, -3.87150], [1.02076, -4.32176, -0.15079], [1.76619, -5.40969, -1.33477], [0.03259, -5.08138, -1.40395]],
  "orbital_gap_ev": [4.55, 4.57],
  "de_lowest_kcal_mol": 0.0,
  "max_force_ev_per_a": 0.1,
  "multiplicity": 2,
  "total_energy_ev": -93636.33989,
  "charge": 1,
  "lumo_ev": [-4.26, -4.25],
  "homo_energy_ev": [-8.8, -8.8]
}

No. 3
{
  "formula": "C31H29Cl2GaN2O2S3Te",
  "method": "ωB97M-V/def2-TZVPD",
  "species": ["Ga", "Cl", "C", "C", "C", "Cl", "C", "O", "C", "C", "O", "C", "H", "H", "H", "C", "C", "S", "C", "C", "S", "C", "C", "S", "H", "H", "H", "H", "H", "H", "H", "H", "H", "H", "H", "H", "N", "C", "C", "C", "C", "C", "N", "C", "H", "H", "H", "H", "Te", "C", "C", "C", "C", "C", "C", "C", "C", "C", "C", "C", "C", "H", "H", "H", "H", "H", "H", "H", "H", "H", "H"],
  "positions_angstrom": [[-1.52318, -2.23530, -1.02703], [-3.73981, 3.11509, -5.16025], [-3.17275, 2.27922, -3.81049], [-2.74089, 2.67181, -2.53544], [-2.08516, 1.75801, -1.69130], [-1.45927, 2.28898, -0.16567], [-1.95823, 0.35590, -2.05177], [-1.10347, -0.43024, -1.36785], [-2.82509, -0.08444, -3.18514], [-3.08554, -1.40534, -3.35761], [-2.58974, -2.41398, -2.67123], [-3.34941, 0.91464, -4.05047], [-2.79611, 3.72941, -2.28571], [-3.75661, -1.69005, -4.20742], [-3.85787, 0.71488, -4.98704], [0.48807, -3.99747, -3.05772], [-0.68626, -4.87020, -2.74614], [-1.40613, -4.64751, -1.12624], [-0.46175, -5.93139, -0.11722], [0.79246, -5.47169, 0.54824], [0.50022, -3.73253, 1.04975], [2.02066, -2.98867, 0.46577], [2.19646, -2.91744, -1.08643], [0.70426, -2.56072, -2.02025], [0.49622, -3.47554, -4.05737], [1.39797, -4.59815, -3.03409], [-0.46232, -5.97842, -2.82672], [-1.46588, -4.55496, -3.41511], [-0.28849, -6.77458, -0.83272], [-1.16111, -6.26887, 0.64574], [1.62097, -5.36287, -0.16361], [1.19531, -5.97631, 1.41365], [2.87447, -3.51494, 0.92517], [2.02904, -1.94879, 0.82316], [2.73276, -3.75045, -1.54813], [2.79554, -2.06357, -1.40431], [-3.42682, 0.40663, 4.63171], [-3.79415, -0.03711, 3.59370], [-4.05825, -0.72013, 2.38717], [-5.33171, -1.05040, 1.98188], [-5.43262, -1.95248, 0.88875], [-4.32292, -2.34613, 0.13482], [-3.04403, -1.93887, 0.51517], [-2.95048, -1.17233, 1.65500], [-6.24296, -0.76260, 2.57944], [-6.43104, -2.28167, 0.52821], [-4.46545, -2.85740, -0.76470], [-1.96329, -0.78545, 1.84699], [1.38717, 3.68946, 2.97197], [3.39778, 2.88016, 3.10562], [4.13394, 2.68309, 1.92504], [5.15821, 1.74520, 1.87484], [5.59824, 1.09077, 3.02241], [5.06768, 1.48553, 4.25754], [3.92109, 2.29547, 4.29275], [1.70599, 5.43235, 1.68505], [1.14713, 5.40955, 0.42297], [1.38851, 6.45874, -0.39352], [2.17422, 7.51993, -0.02819], [2.88654, 7.46302, 1.15145], [2.64616, 6.45309, 2.06811], [3.78116, 3.14728, 1.02149], [5.60052, 1.52560, 0.91857], [6.34486, 0.32275, 2.97819], [5.38967, 1.07891, 5.20186], [3.32843, 2.44493, 5.20107], [0.57107, 4.52116, 0.14178], [0.96958, 6.49992, -1.38451], [2.30679, 8.47834, -0.62868], [3.53744, 8.32486, 1.29790], [3.15222, 6.36427, 3.03714]],
  "orbital_gap_ev": 3.96,
  "de_lowest_kcal_mol": 0.0,
  "max_force_ev_per_a": 5.4,
  "multiplicity": 1,
  "total_energy_ev": -156895.18319,
  "charge": 2,
  "lumo_ev": -7.05,
  "homo_energy_ev": -11.0
}